44
Properties=species:S:1:pos:R:3:mulliken_charge:R:1 method="wB97M-V/def2-TZVPD" lumo_energy_ha="-0.3606 / -0.4102" charge=+2 gap_ha="0.231 / 0.194" multiplicity=4
C -2.358 0.232 -2.828 -0.951
I -0.370 3.093 -1.688 -0.015
H -2.045 -0.587 -3.494 0.485
H -2.092 1.182 -3.322 0.289
H -3.444 0.261 -2.640 0.437
Cr -0.981 0.640 -1.343 -0.428
P -2.627 -0.858 -0.179 1.381
C -3.917 -0.368 1.029 -1.295
C -3.620 -1.919 -1.288 -1.358
H -0.924 -2.545 0.281 0.279
H -2.497 -2.917 1.057 0.485
H -1.432 -1.672 1.772 0.364
C -1.772 -2.119 0.829 -1.286
H -2.948 -2.564 -1.863 0.386
H -4.300 -2.525 -0.687 0.487
H -4.641 -1.185 1.105 0.448
H -4.440 0.537 0.687 0.405
H -4.214 -1.305 -1.974 0.477
H -3.459 -0.193 2.009 0.445
C -1.600 1.670 0.298 0.266
O -1.949 2.252 1.254 -0.210
Cl -0.032 -1.292 -2.196 -0.237
C 3.008 -1.240 -1.127 -1.389
C 2.226 -0.982 0.156 -0.479
P 1.188 0.549 0.182 1.609
C 1.041 0.854 2.005 -0.394
C 2.330 0.903 2.823 -1.216
C 2.376 1.885 -0.395 -1.173
C 3.824 1.902 0.067 -1.335
H 2.398 -1.783 -1.854 0.370
H 3.869 -1.880 -0.907 0.382
H 3.340 -0.321 -1.613 0.327
H 1.508 -1.791 0.283 0.317
H 2.892 -0.996 1.032 0.399
H 0.471 1.785 2.142 0.401
H 0.415 0.042 2.388 0.254
H 2.902 1.810 2.598 0.249
H 2.056 0.911 3.887 0.428
H 2.981 0.033 2.677 0.320
H 2.351 1.833 -1.495 0.572
H 1.902 2.854 -0.143 0.488
H 4.302 0.916 0.028 0.295
H 4.368 2.568 -0.627 0.371
H 3.914 2.332 1.073 0.350